# 1
Computed, not measured: 2 unconnected molecules or ions with the total composition CH5NO3P, with ωB97M-V/def2-TZVPD.

Structure (XYZ):
```
11
Properties=species:S:1:pos:R:3:mulliken_charge:R:1
C 2.453 -0.985 -0.455 -1.029
N -2.593 1.778 0.171 -0.340
O -1.168 -0.488 0.604 -0.674
O -3.351 0.936 -0.656 -0.351
O -0.495 1.722 1.746 -0.662
P -1.427 0.965 0.862 0.747
H 1.705 -1.736 -0.317 0.247
H 1.964 -0.028 -0.555 0.223
H 3.070 -1.070 0.438 0.236
H -3.124 0.047 -0.527 0.282
H 2.967 -1.142 -1.311 0.322
```

Summary:
E_LUMO in hartree: 0.144
HOMO level in eV: -3.8654
Charge: -1

# 2
Computed, not measured: a molecular structure, C69H60AsGaN8O4Te, with ωB97M-V/def2-TZVPD.

Structure (XYZ):
```
144
Properties=species:S:1:pos:R:3:mulliken_charge:R:1
Ga -0.579 -1.248 0.442 2.366
C 2.793 4.846 3.757 -1.619
C 2.417 3.763 2.769 -0.018
C 2.362 4.014 1.414 -1.158
C 2.017 2.996 0.509 -0.087
C 1.998 3.161 -0.950 1.355
O 0.517 3.436 -1.519 -0.238
C 2.900 4.213 -1.523 0.447
C 4.224 4.253 -1.075 -0.545
C 5.121 5.154 -1.623 -1.198
C 4.712 6.037 -2.613 -0.675
C 3.389 6.033 -3.031 -0.950
C 2.486 5.125 -2.490 -0.091
C 1.667 1.721 0.977 -0.703
O 1.212 0.800 0.148 -0.730
C 1.754 1.448 2.349 -0.952
C 2.126 2.459 3.215 0.163
C 1.342 0.057 2.746 0.330
N 0.123 -0.289 2.872 0.699
C -0.942 0.715 2.810 0.533
C -2.243 0.363 3.586 -1.577
Te -2.105 -1.078 5.180 0.148
C -0.387 -0.250 6.078 0.041
C 0.587 -1.094 6.605 -0.338
C 1.726 -0.559 7.197 -0.651
C 1.901 0.818 7.262 -0.447
C 0.925 1.662 6.742 -0.730
C -0.220 1.131 6.155 -0.125
C 2.402 -0.978 2.893 0.795
C 3.729 -0.612 3.108 -0.447
C 4.697 -1.582 3.337 -0.844
C 4.353 -2.926 3.334 -0.795
C 3.034 -3.302 3.097 -0.664
C 2.066 -2.334 2.886 -0.512
H 2.709 5.835 3.308 0.417
H 3.823 4.721 4.099 0.306
H 2.151 4.813 4.638 0.354
H 2.594 5.008 1.040 0.566
H 4.541 3.592 -0.281 0.621
H 6.143 5.177 -1.264 0.459
H 5.417 6.736 -3.049 0.439
H 3.050 6.741 -3.777 0.483
H 1.452 5.165 -2.806 0.437
H 2.184 2.234 4.278 0.629
H -1.197 0.869 1.751 -1.188
H -0.575 1.670 3.182 0.572
H -2.998 -0.068 2.923 -0.341
H -2.669 1.269 4.017 0.746
H 0.462 -2.170 6.555 0.382
H 2.478 -1.222 7.609 0.434
H 2.785 1.233 7.732 0.424
H 1.040 2.739 6.816 0.467
H -0.988 1.799 5.776 0.443
H 4.006 0.435 3.121 0.423
H 5.723 -1.285 3.523 0.518
H 5.108 -3.681 3.525 0.410
H 2.761 -4.351 3.095 0.486
H 1.032 -2.613 2.734 0.767
N -1.485 -3.732 2.703 0.123
C -1.644 -4.313 1.497 0.479
N -2.181 -5.527 1.478 -0.861
C -2.292 -6.076 0.268 0.271
N -2.807 -7.305 0.184 -0.359
N -1.929 -5.483 -0.891 -0.790
C -1.427 -4.279 -0.750 -0.435
N -1.237 -3.633 0.398 0.487
C -1.059 -3.556 -2.006 1.063
C -1.406 -4.088 -3.240 -0.808
C -1.078 -3.391 -4.386 -0.851
C -0.394 -2.192 -4.269 -0.987
C -0.091 -1.747 -2.998 -0.049
N -0.415 -2.392 -1.879 0.301
H -1.801 -4.233 3.513 0.308
H -1.185 -2.781 2.803 -0.520
H -3.082 -7.784 1.024 0.264
H -2.912 -7.750 -0.710 0.242
H -1.919 -5.040 -3.276 0.531
H -1.347 -3.775 -5.362 0.479
H -0.094 -1.621 -5.140 0.609
H 0.453 -0.833 -2.868 0.228
C 3.198 1.606 -6.338 -0.793
C 3.656 0.576 -5.527 -0.857
C 3.267 0.516 -4.196 -1.263
C 2.426 1.495 -3.665 2.138
C 1.959 2.519 -4.490 -0.364
C 2.348 2.576 -5.819 -1.203
As 1.932 1.326 -1.786 2.606
C 0.037 2.042 -1.982 1.070
C -0.595 2.710 -0.798 0.956
C -1.912 3.323 -0.984 -1.461
C -2.467 3.371 -2.200 -1.204
C -1.884 2.652 -3.327 -0.959
C -0.739 1.972 -3.213 -0.853
C 3.325 0.114 -1.184 0.252
C 4.586 0.700 -1.176 -0.394
C 5.649 -0.005 -0.623 -1.100
C 5.444 -1.281 -0.120 -0.912
C 4.182 -1.862 -0.162 -0.441
C 3.108 -1.160 -0.681 -0.295
H 3.500 1.651 -7.379 0.441
H 4.320 -0.180 -5.928 0.474
H 3.619 -0.297 -3.578 0.477
H 1.299 3.285 -4.109 0.413
H 1.987 3.381 -6.448 0.485
H -0.317 2.439 0.204 0.106
H -2.414 3.712 -0.106 0.605
H -3.426 3.859 -2.338 0.475
H -2.451 2.592 -4.246 0.590
H -0.390 1.315 -3.996 0.675
H 4.745 1.672 -1.617 0.755
H 6.635 0.445 -0.594 0.513
H 6.276 -1.831 0.304 0.445
H 4.030 -2.862 0.227 0.514
H 2.122 -1.602 -0.692 0.396
C -5.044 0.763 -4.668 -1.333
O -4.390 0.343 -3.474 -0.330
C -4.456 -0.984 -3.165 0.795
C -4.963 -1.956 -4.010 -0.514
C -5.040 -3.278 -3.578 -1.199
C -4.598 -3.624 -2.314 -0.997
C -4.052 -2.649 -1.484 0.117
C -3.976 -1.328 -1.896 -0.207
N -3.423 -0.303 -1.073 0.989
C -3.849 -0.175 0.280 -0.492
C -5.124 -0.795 0.836 -0.031
C -6.493 -0.878 0.845 -1.047
C -7.024 -1.782 1.779 -0.864
C -6.209 -2.518 2.633 -0.826
C -4.805 -2.426 2.615 -1.238
C -4.336 -1.552 1.673 1.621
O -3.096 -1.091 1.200 0.048
H -4.455 0.505 -5.551 0.423
H -5.151 1.841 -4.602 0.273
H -6.035 0.320 -4.757 0.564
H -5.314 -1.701 -5.002 0.529
H -5.456 -4.029 -4.240 0.452
H -4.666 -4.648 -1.966 0.436
H -3.684 -2.914 -0.499 0.200
H -3.460 0.583 -1.554 0.066
H -3.678 0.849 0.605 0.504
H -7.137 -0.304 0.187 0.555
H -8.098 -1.914 1.837 0.430
H -6.673 -3.190 3.344 0.480
H -4.181 -3.005 3.285 0.550
```

Summary:
E_LUMO in hartree: -0.202
HOMO level in eV: -11.2784
Charge: +2

# 3
Computed, not measured: 8 unconnected molecules or ions with the total composition H16O8, with ωB97M-V/def2-TZVPD.

Structure (XYZ):
```
24
Properties=species:S:1:pos:R:3:lowdin_spin:R:1
O -0.146 1.001 -3.562 0.064
H 0.465 0.430 -4.028 0.021
H -0.897 0.439 -3.367 0.039
O -1.677 2.012 0.396 0.064
H -2.162 2.820 0.226 0.015
H -2.237 1.518 0.994 0.014
O 1.657 -1.646 -2.937 0.099
H 2.516 -1.252 -3.090 0.022
H 1.498 -2.182 -3.714 0.029
O -2.973 0.015 1.935 0.142
H -3.635 -0.673 1.992 0.048
H -2.141 -0.456 1.884 0.021
O 0.587 1.247 2.801 0.045
H 0.334 0.988 1.915 0.012
H -0.231 1.530 3.211 0.014
O 3.499 -0.604 0.100 0.033
H 3.762 -0.492 1.013 0.005
H 2.597 -0.286 0.068 0.008
O 0.442 0.236 -0.147 0.074
H 0.280 0.016 -1.065 0.022
H -0.276 0.824 0.089 0.011
O -0.359 -1.588 2.063 0.128
H 0.015 -1.535 1.184 0.024
H -0.920 -2.363 2.039 0.044
```

Summary:
2S+1: 2
E_LUMO (alpha / beta) in hartree: 0.107 / 0.120
HOMO level (alpha / beta) in eV: 0.6052 / -7.9323
Charge: -1

# 4
Computed, not measured: 2 unconnected molecules or ions with the total composition C4H8O3, with ωB97M-V/def2-TZVPD.

Structure (XYZ):
```
15
Properties=species:S:1:pos:R:3:mulliken_charge:R:1
O -0.592 -0.050 -1.443 -0.461
C -0.405 -0.426 -0.320 0.020
C 0.952 -0.290 0.343 -0.574
C 0.989 0.611 1.585 -0.428
C -0.010 0.265 2.655 0.060
O 0.216 0.430 3.827 -0.465
H -1.218 -0.891 0.279 0.307
H 1.324 -1.282 0.592 0.342
H 1.586 0.082 -0.468 0.299
H 0.902 1.652 1.286 0.302
H 1.966 0.549 2.059 0.284
H -0.986 -0.160 2.389 0.288
O -1.719 0.161 -4.150 -0.611
H -1.764 -0.196 -5.049 0.301
H -1.241 -0.453 -3.583 0.333
```

Summary:
E_LUMO in hartree: 0.019
HOMO level in eV: -10.1930
SMILES: O=CCCC=O.O

Computed relative energy (zero: lowest compared OMol25 entry of this formula, charge and spin) (kJ/mol) in order:
165.6 702.9 35.4 182.0